Record 1
A structure of composition C40H36ClN3PtSi2 in a non-equilibrium geometry. Source: the OMol25 dataset; level of theory: ωB97M-V/def2-TZVPD.

Summary:
Calculated total energy, eV: -78053.1082
Total charge: 0
LUMO (spin up / spin down), eV: -1.704 / -1.676
Multiplicity: 3
HOMO (spin up / spin down), eV: -5.91 / -6.57
Orbital gap (spin up / spin down), eV: 4.203 / 4.893

Atoms and positions in Å:
C -2.8972 -0.2967 3.9559
C -3.2482 0.8446 3.1957
C -3.2901 0.4614 1.8021
H -3.6105 1.7969 3.5875
C -2.7947 -0.9420 1.7238
C -2.5873 -1.3677 3.0895
H -2.3879 -2.3950 3.3836
H -2.9596 -0.3712 5.0427
H -3.7653 0.9689 0.9625
H -2.8035 -1.5417 0.8115
Pt -1.0988 0.4611 1.7156
Si -0.7866 0.5968 -2.1499
C -0.4688 1.8804 -3.4989
C 0.7139 1.9332 -4.2419
H 1.5479 1.2556 -4.0110
C 0.8608 2.8808 -5.2708
H 1.8014 2.9068 -5.8293
C -0.1780 3.7793 -5.5492
H -0.0567 4.5263 -6.3386
C -1.3669 3.7030 -4.8160
H -2.1939 4.3775 -5.0307
C -1.5022 2.7718 -3.7757
H -2.4046 2.7446 -3.1607
C -0.4852 -0.8738 -3.3901
C -1.5378 -1.1083 -4.2946
H -2.4920 -0.5805 -4.1543
C -1.3575 -1.9492 -5.3991
H -2.1661 -2.0639 -6.1295
C -0.1372 -2.6145 -5.5945
H 0.0108 -3.2624 -6.4671
C 0.9080 -2.3983 -4.6885
H 1.8849 -2.8812 -4.8269
C 0.7383 -1.5178 -3.6141
H 1.5860 -1.3305 -2.9446
H -2.2138 0.4125 -1.8822
Si 2.8567 -1.2881 -0.7953
C 1.7211 -2.7146 -0.2744
C 0.3972 -2.9894 -0.6742
H -0.1139 -2.3509 -1.4019
C -0.2898 -4.1044 -0.1796
H -1.3278 -4.2822 -0.4728
C 0.3631 -5.0129 0.6575
H -0.1540 -5.9069 1.0143
C 1.6923 -4.7800 1.0198
H 2.2135 -5.4727 1.6825
C 2.3627 -3.6488 0.5516
H 3.3993 -3.4962 0.8577
C 1.8259 0.2786 -0.9609
C 0.3796 0.3844 -0.7113
H -0.0731 -0.4490 -0.1341
C -0.2268 1.7240 -0.5773
H -1.2545 1.8758 -0.1810
C 0.5892 2.8785 -0.6580
H 0.1646 3.8364 -0.3351
C 1.8986 2.7491 -1.0593
H 2.4791 3.6618 -1.2187
C 2.4892 1.4752 -1.2202
H 3.5371 1.4340 -1.5375
H 3.6268 -1.7856 -1.8699
Cl 4.3346 -0.8948 0.5854
C 1.7401 -3.1830 4.9819
C 1.9157 -1.9391 5.6091
C 1.3801 -0.7833 5.0280
C 0.6817 -0.8707 3.8188
C 0.5127 -2.1129 3.1850
C 0.9871 -3.2717 3.8047
N 0.1457 0.3356 3.3072
N 0.4692 1.4002 4.0450
C -0.0741 2.5485 3.5110
C 0.1308 3.8342 4.0718
C -0.3536 4.9443 3.4008
C -1.1620 4.7513 2.2627
C -1.4692 3.4650 1.8497
N -0.8527 2.3925 2.3991
H 2.1907 -4.0937 5.3909
H 2.4840 -1.8602 6.5360
H 1.4947 0.2075 5.4746
H 0.0114 -2.1265 2.2133
H 0.7999 -4.2421 3.3425
H 0.6873 3.8793 5.0026
H -0.1291 5.9574 3.7281
H -1.5707 5.5799 1.6777
H -2.1723 3.2596 1.0401

Atomic partial charges in e from the Löwdin method, atoms 1 to 5: number 1, C, carries -0.148; number 2, C, carries -0.170; number 3, C, carries -0.286; number 4, H, carries 0.098; number 5, C, carries -0.288

***

Record 2
A structure of composition C6H6ClFMgNO4 in a non-equilibrium geometry. Source: the OMol25 dataset; level of theory: ωB97M-V/def2-TZVPD.

Summary:
Calculated total energy, eV: -36674.6645
Total charge: +1
LUMO, eV: -8.205
HOMO, eV: -12.16
Orbital gap, eV: 3.958

Atoms and positions in Å:
N -0.5496 0.9160 1.2297
C -0.1683 0.5400 -0.1225
C -0.9625 -0.7135 -0.4434
C -0.8583 -1.8176 0.5735
O -1.6071 -2.7005 0.6382
F 0.1140 -1.7147 1.5747
C 1.3555 0.3697 -0.1054
C 1.8871 -0.6093 -1.1071
O 1.4394 -0.8604 -2.1554
Cl 3.3743 -1.4120 -0.5513
C -0.6272 1.7242 -1.0989
O -1.4278 2.5148 -0.5966
O -0.0931 1.6383 -2.1997
H -0.1528 1.8058 1.5152
H -1.5629 0.9937 1.2555
H -2.0128 -0.4520 -0.3806
H -0.8061 -1.0719 -1.4488
H 1.7444 0.1139 0.8664
H 1.7909 1.3287 -0.3595
Mg -0.8771 -0.5931 2.9160

Atomic partial charges in e from the natural (NBO) method, atoms 1 to 5: number 1, N, carries -0.924; number 2, C, carries 0.013; number 3, C, carries -0.565; number 4, C, carries 0.815; number 5, O, carries -0.420

***

Record 3
A structure of composition C32H40BrF6N11O4RbS3 in a non-equilibrium geometry. Source: the OMol25 dataset; level of theory: ωB97M-V/def2-TZVPD.

Summary:
Calculated total energy, eV: -177919.2298
Total charge: -1
LUMO, eV: 0.837
HOMO, eV: -2.41
Orbital gap, eV: 3.250

Atoms and positions in Å:
Rb -1.1344 -0.2149 0.4819
C 1.1809 -0.0842 4.3456
N -0.0699 -0.8058 4.0599
C -1.2371 0.0259 4.0904
C -0.0826 -2.1357 4.3437
C -1.0776 -2.7898 5.1082
C -0.8111 -4.0221 5.6774
C 0.3860 -4.6943 5.3748
C 1.2770 -4.2078 4.4010
C 0.9831 -2.9552 3.7806
N 1.3597 -2.6733 2.4922
C 2.5771 -2.9467 1.9467
C 3.7590 -2.7711 2.6643
C 4.9497 -2.5545 2.0332
C 5.0539 -2.5203 0.6067
C 3.9594 -2.8662 -0.1527
C 2.7326 -3.1598 0.5314
N 1.7783 -3.8249 -0.1807
C 1.1380 -4.9733 0.4616
C 1.4853 -3.6098 -1.5768
H 1.3120 0.1133 5.4302
H 1.1735 0.9273 3.8716
H 2.0872 -0.6378 4.0786
H -1.3665 0.4968 5.1028
H -2.1262 -0.5669 3.8457
H -1.1224 0.8465 3.3643
H -2.0556 -2.3865 5.3024
H -1.5543 -4.4988 6.3435
H 0.5857 -5.6451 5.8305
H 2.0938 -4.8450 4.0781
H 3.6825 -2.7930 3.7597
H 5.8827 -2.4282 2.6021
H 6.1080 -2.4459 0.1912
H 3.9479 -2.8040 -1.2173
H 1.5560 -5.8753 0.0026
H 0.0389 -5.0033 0.2814
H 1.4019 -4.9799 1.5117
H 2.1477 -4.1553 -2.2494
H 1.6179 -2.5458 -1.7935
H 0.4108 -3.8531 -1.7225
F -3.4251 -1.3766 1.9389
C -4.2573 -2.2445 1.2229
F -3.8382 -3.4797 1.4594
F -5.4863 -2.0673 1.7353
S -4.1417 -2.0050 -0.6348
O -2.7838 -2.0443 -1.0750
O -4.9721 -3.0519 -1.1178
N -4.6697 -0.5663 -1.0162
S -3.6865 0.5579 -1.5722
O -3.0755 1.3290 -0.4200
O -2.6184 1.6452 -5.9207
C -5.2373 1.7276 -1.8951
F -6.0808 1.6412 -0.8626
F -5.9298 1.3750 -2.9986
F -4.8032 2.9618 -2.0350
C -2.5785 6.2019 2.0773
C -1.2767 6.7744 1.4358
C -1.3636 6.8596 -0.0764
C 0.0518 6.1096 1.8701
N 0.1907 4.6665 1.8076
C -0.0951 3.8206 0.8053
N 0.0928 2.5756 1.3096
N 0.4371 2.6880 2.5638
N 0.5290 4.0031 2.9058
H -3.4862 6.6642 1.6652
H -2.5688 6.2911 3.1624
H -2.6821 5.1480 1.8216
H -1.1309 7.8005 1.7787
H -1.8488 5.9584 -0.4444
H -0.3577 6.8868 -0.5391
H -1.9004 7.7461 -0.4300
H 0.1911 6.3827 2.9537
H 0.8935 6.5779 1.2906
H -0.4341 4.0197 -0.1756
Br 6.7075 1.8919 -3.8178
C 5.0470 1.3146 -3.2616
C 4.2365 0.5992 -4.1851
C 2.9370 0.2344 -3.8079
N 2.4271 0.6103 -2.6152
C 3.2034 1.2386 -1.6980
C 4.5122 1.5700 -1.9695
H 4.5368 0.0994 -5.0990
H 2.2472 -0.4133 -4.4426
H 2.7105 1.3950 -0.7223
H 5.0836 2.0923 -1.1971
C -1.9316 -1.0050 -4.6221
N -1.5946 -0.4835 -5.9671
C -0.7594 -1.1043 -6.8582
C -0.5915 -0.3502 -7.9495
N -1.3472 0.8361 -7.7141
C -1.9021 0.8223 -6.4647
S 0.7288 0.3979 -2.4712
H -1.9722 -2.0954 -4.6819
H -2.8448 -0.5900 -4.3011
H -1.1141 -0.7468 -3.9143
H -0.3592 -2.1150 -6.6031
H -0.1143 -0.4578 -8.8850
H -1.5325 1.5463 -8.4453

Atomic partial charges in e from the Löwdin method, atoms 1 to 5: number 1, Rb, carries 0.705; number 2, C, carries -0.055; number 3, N, carries -0.212; number 4, C, carries -0.107; number 5, C, carries -0.217

***

Record 4
A structure of composition C3H10N4 in a non-equilibrium geometry. Source: the OMol25 dataset; level of theory: ωB97M-V/def2-TZVPD.

Summary:
Calculated total energy, eV: -9228.3463
Total charge: 0
LUMO, eV: 0.922
HOMO, eV: -7.52
Orbital gap, eV: 8.442

Atoms and positions in Å:
C 1.2192 -0.1740 2.2167
N 0.3745 -0.4291 -0.1711
N -1.2262 -0.4949 -1.6495
N 1.2333 0.4726 0.9125
C -0.5284 0.3857 -0.8194
N -1.4478 -1.8694 -1.4378
C -0.6099 1.7329 -0.9334
H 1.6663 -0.0118 -0.0407
H -1.3435 -0.2198 -2.6114
H 0.7765 1.3872 0.8747
H -0.5572 -2.3449 -1.3249
H -1.9632 -1.9931 -0.5723
H 1.6501 0.5070 2.9531
H 0.2013 -0.4327 2.5243
H 1.8063 -1.0895 2.1693
H 0.1636 2.4015 -0.5866
H -1.4148 2.1722 -1.5035

Atomic partial charges in e from the natural (NBO) method, atoms 1 to 5: number 1, C, carries -0.414; number 2, N, carries -0.555; number 3, N, carries -0.477; number 4, N, carries -0.554; number 5, C, carries 0.299